Below is a 2-piece molecular cluster, C4H8O2 overall, with properties calculated with ωB97M-V/def2-TZVPD.

The molar mass is 88.11 g mol⁻¹. The strongest force on any atom is 0.00955 hartree/bohr. For the energy relative to the best compared isomer or geometry (same formula, charge and spin), the calculation gives 3.451 eV. The calculation puts the LUMO energy at 0.0380 Ha. The HOMO energy comes out at -0.333 hartree. As for the frontier orbital gap: 10.09 eV.

Element x y z (Å)
C  2.22323  1.24090  0.82809
C  2.12612  0.06428  1.44364
C  -0.99307  0.18127  0.28501
O  -0.17877  -0.17630  -0.70785
O  -2.22338  -0.16322  -0.02816
C  -2.51876  -0.83629  -1.26648
H  1.42427  1.97524  0.91211
H  3.09019  1.51219  0.23033
H  0.71433  0.07612  -0.40969
H  2.90944  -0.68759  1.38026
H  1.24245  -0.18058  2.02909
H  -3.59858  -0.98305  -1.26534
H  -2.21594  -0.22543  -2.11977
H  -2.00153  -1.79754  -1.31125

---

Below is a 2-piece molecular cluster, C24H19F9N2S overall, with properties calculated with ωB97M-V/def2-TZVPD.

The molar mass is 538.48 g mol⁻¹. The strongest force on any atom is 0.01669 hartree/bohr. The calculation puts the LUMO energy at 0.0217 Ha. The HOMO energy comes out at -0.287 hartree. As for the frontier orbital gap: 8.40 eV.

Element x y z (Å)
N  3.16112  -0.74906  3.25947
N  3.22911  -0.13708  1.93412
C  3.73561  -1.08951  1.00695
C  5.08363  -1.43771  1.14741
C  5.66388  -2.38764  0.32162
C  4.92983  -3.00172  -0.68980
C  3.59653  -2.65515  -0.84419
C  3.00386  -1.72329  0.00969
S  1.28135  -1.40054  -0.23788
C  1.07280  0.09606  0.66780
C  -0.08882  0.82963  0.42848
C  -0.35968  2.00791  1.10867
C  -1.62065  2.82266  0.90879
C  -2.86433  2.04760  0.46791
C  -3.70944  1.46900  1.59001
F  -3.72020  2.30333  2.65226
F  -4.99799  1.38356  1.16706
C  -3.26744  0.08407  2.10719
F  -2.17318  0.29852  2.87361
F  -2.88599  -0.70479  1.09904
C  -4.27235  -0.65940  3.01899
F  -3.62870  -1.73568  3.48747
F  -4.60655  0.11418  4.05026
C  -5.59042  -1.16242  2.34169
F  -6.55334  -0.27023  2.45034
F  -5.98986  -2.26185  2.98198
F  -5.40684  -1.46962  1.07040
C  0.59773  2.45255  2.02049
C  1.76140  1.73305  2.24310
C  2.02330  0.53473  1.58094
H  2.32931  -0.41952  3.73705
H  3.04852  -1.75281  3.13285
H  5.65521  -0.95987  1.92764
H  6.70039  -2.66388  0.45813
H  5.40260  -3.72875  -1.32909
H  3.00681  -3.10865  -1.62883
H  -0.76795  0.42694  -0.31127
H  -1.41767  3.55759  0.12981
H  -1.79095  3.38422  1.82228
H  -2.60389  1.28581  -0.25686
H  -3.52221  2.73910  -0.05301
H  0.42231  3.36551  2.57129
H  2.46605  2.11042  2.97130
C  -0.77549  0.79735  -5.37600
C  0.16003  0.34403  -6.29575
C  1.23845  -0.41949  -5.87024
C  1.38289  -0.72737  -4.52422
C  0.45202  -0.26974  -3.60217
C  -0.62751  0.49210  -4.02981
H  -1.61928  1.38854  -5.70872
H  0.04862  0.58598  -7.34495
H  1.96687  -0.77434  -6.58820
H  2.22380  -1.32387  -4.19203
H  0.57299  -0.50987  -2.55099
H  -1.35627  0.84940  -3.31208